{"formula": "C23H15F3HfI2N7O3S4Sb", "method": "ωB97M-V with the def2-TZVPD basis set", "symbols": ["Hf", "I", "C", "C", "C", "I", "C", "O", "C", "C", "N", "C", "C", "C", "C", "C", "C", "N", "C", "H", "H", "H", "H", "H", "H", "H", "H", "H", "H", "H", "S", "Sb", "S", "S", "S", "F", "C", "F", "F", "C", "O", "O", "N", "C", "C", "C", "C", "C", "N", "C", "H", "H", "H", "H", "N", "C", "N", "C", "N"], "xyz": [[-7.114, -14.158, 6.996], [-13.429, -18.635, 9.174], [-11.652, -17.616, 8.856], [-10.450, -18.268, 8.943], [-9.307, -17.525, 8.772], [-7.403, -18.433, 9.170], [-9.285, -16.195, 8.407], [-8.180, -15.522, 8.309], [-10.545, -15.550, 8.282], [-10.500, -14.083, 7.903], [-9.618, -13.763, 6.783], [-10.139, -14.310, 5.509], [-9.074, -14.324, 4.396], [-9.389, -14.279, 3.051], [-8.403, -14.387, 2.072], [-7.095, -14.501, 2.500], [-6.845, -14.522, 3.875], [-7.822, -14.497, 4.796], [-11.713, -16.268, 8.474], [-10.453, -19.277, 9.201], [-10.104, -13.581, 8.786], [-11.533, -13.736, 7.695], [-9.613, -12.765, 6.725], [-11.060, -13.768, 5.230], [-10.436, -15.306, 5.817], [-10.415, -14.148, 2.643], [-8.776, -14.423, 1.068], [-6.221, -14.588, 1.907], [-5.814, -14.636, 4.216], [-12.666, -15.724, 8.377], [-2.138, -16.101, 7.106], [-3.850, -15.408, 5.824], [-4.721, -13.311, 6.548], [-5.959, -16.383, 6.321], [-3.681, -15.409, 3.515], [-6.371, -11.824, 10.768], [-7.491, -11.243, 10.363], [-8.411, -11.418, 11.373], [-7.219, -9.979, 10.124], [-7.992, -11.844, 8.987], [-8.899, -11.326, 8.381], [-7.262, -12.809, 8.630], [-2.147, -17.408, 11.419], [-3.097, -16.818, 11.158], [-4.344, -16.107, 10.958], [-5.151, -15.948, 12.054], [-6.264, -15.160, 11.864], [-6.529, -14.637, 10.589], [-5.778, -14.825, 9.536], [-4.636, -15.514, 9.711], [-4.912, -16.329, 13.119], [-6.881, -14.934, 12.631], [-7.417, -14.019, 10.431], [-3.997, -15.639, 8.861], [-10.687, -11.240, 3.731], [-9.513, -11.158, 3.706], [-8.181, -11.099, 3.794], [-7.766, -11.628, 4.911], [-7.420, -12.159, 5.861]], "multiplicity": 1, "gap_ha": 0.2095, "charge": -2, "e_above_lowest_kj_mol": 0.00, "total_energy_ev": -116216.48118, "e_homo_ev": -2.611}

***

{"formula": "C2H7N5O", "method": "ωB97M-V with the def2-TZVPD basis set", "symbols": ["C", "C", "N", "N", "N", "O", "N", "N", "H", "H", "H", "H", "H", "H", "H"], "xyz": [[-0.623, 0.172, 1.111], [0.506, -1.336, -0.304], [-0.534, 2.526, -0.319], [0.555, -0.576, -1.385], [1.154, -2.532, -0.238], [-0.822, 1.138, -0.395], [-0.110, -0.978, 0.830], [-0.912, 0.798, 2.140], [-1.406, 2.979, -0.053], [0.128, 2.668, 0.445], [-0.074, 0.444, -1.190], [1.103, -0.899, -2.167], [0.980, -3.094, 0.578], [1.431, -3.000, -1.083], [-1.376, 1.690, 2.029]], "multiplicity": 1, "gap_ha": 0.3608, "e_above_lowest_kj_mol": 199.85, "total_energy_ev": -11683.13666, "e_homo_ev": -9.054}